{
  "formula": "C7H28AsF6N14O7",
  "method": "wB97M-V/def2-TZVPD",
  "elements": ["As", "F", "F", "F", "F", "F", "F", "C", "O", "N", "N", "H", "H", "H", "H", "C", "O", "N", "N", "H", "H", "H", "H", "C", "O", "N", "N", "H", "H", "H", "H", "C", "O", "N", "N", "H", "H", "H", "H", "C", "O", "N", "N", "H", "H", "H", "H", "C", "O", "N", "N", "H", "H", "H", "H", "C", "O", "N", "N", "H", "H", "H", "H"],
  "coordinates": [[-8.018, 13.462, 7.653], [-8.179, 13.641, 5.827], [-9.559, 14.201, 7.967], [-7.789, 13.154, 9.364], [-6.263, 12.826, 7.332], [-7.266, 15.156, 7.607], [-8.748, 11.826, 7.477], [-7.240, 10.411, 10.878], [-8.246, 11.063, 11.172], [-6.494, 9.892, 11.873], [-6.590, 10.326, 9.824], [-5.702, 9.340, 11.576], [-6.848, 9.943, 12.818], [-5.645, 9.977, 9.755], [-6.968, 10.852, 9.049], [-7.773, 15.281, 2.839], [-7.474, 15.858, 1.767], [-8.119, 14.030, 3.066], [-7.831, 15.849, 4.035], [-8.490, 13.458, 2.321], [-7.937, 13.712, 4.007], [-8.076, 15.140, 4.711], [-7.714, 16.841, 4.183], [-10.631, 13.725, 12.836], [-9.722, 14.196, 13.425], [-11.878, 13.585, 13.271], [-10.453, 13.102, 11.733], [-12.576, 13.212, 12.644], [-12.194, 13.806, 14.204], [-9.466, 13.044, 11.528], [-11.180, 12.687, 11.167], [-6.002, 8.980, 4.890], [-4.874, 8.617, 4.869], [-6.902, 8.581, 3.974], [-6.481, 9.923, 5.662], [-6.546, 7.964, 3.258], [-7.855, 8.915, 3.975], [-5.792, 10.359, 6.258], [-7.414, 10.296, 5.552], [-11.200, 16.509, 6.284], [-11.518, 16.931, 5.217], [-10.058, 16.888, 6.806], [-11.936, 15.680, 6.968], [-9.711, 17.605, 6.185], [-9.431, 16.455, 7.469], [-12.717, 15.293, 6.458], [-11.419, 15.101, 7.614], [-5.911, 14.569, 11.956], [-5.522, 14.915, 13.034], [-5.244, 14.837, 10.813], [-7.048, 13.970, 11.740], [-5.763, 14.510, 10.011], [-4.437, 15.421, 10.648], [-7.792, 14.127, 12.406], [-7.208, 13.282, 11.019], [-9.877, 9.825, 5.221], [-10.324, 8.980, 4.465], [-9.443, 10.973, 4.855], [-9.601, 9.586, 6.443], [-8.948, 11.498, 5.562], [-9.767, 11.148, 3.915], [-9.169, 10.315, 6.991], [-9.686, 8.605, 6.669]],
  "total_charge": -2,
  "spin_multiplicity": 2,
  "s2": 0.752,
  "e_tot_ev": -120059.9778,
  "homo_ev": [0.275, -4.196]
}


{
  "formula": "C5H11NO",
  "method": "wB97M-V/def2-TZVPD",
  "elements": ["C", "C", "C", "C", "N", "C", "O", "H", "H", "H", "H", "H", "H", "H", "H", "H", "H", "H"],
  "coordinates": [[0.281, -0.261, -0.064], [-0.695, 0.602, -1.021], [1.171, 0.663, 0.770], [-0.535, -1.192, 0.837], [-1.625, 1.483, -0.364], [1.144, -1.086, -0.955], [1.177, -1.149, -2.144], [-1.147, 2.181, 0.194], [-2.263, 0.971, 0.234], [1.860, -1.730, -0.292], [-1.263, -0.097, -1.638], [-0.067, 1.201, -1.685], [1.869, 0.080, 1.368], [0.561, 1.263, 1.443], [1.743, 1.331, 0.129], [0.125, -1.810, 1.442], [-1.170, -1.845, 0.242], [-1.165, -0.607, 1.505]],
  "total_charge": 0,
  "spin_multiplicity": 1,
  "e_tot_ev": -8900.6108,
  "homo_ev": -9.078
}


{
  "formula": "C5H7NO",
  "method": "wB97M-V/def2-TZVPD",
  "elements": ["C", "C", "C", "O", "C", "N", "C", "H", "H", "H", "H", "H", "H", "H"],
  "coordinates": [[1.031, -1.126, 1.421], [0.457, -0.409, 0.240], [0.728, -0.633, -1.042], [-0.022, 0.103, -1.936], [-0.898, 0.872, -1.209], [-1.731, 1.602, -1.811], [-0.588, 0.679, 0.268], [1.480, -0.443, 2.152], [1.803, -1.834, 1.102], [0.256, -1.699, 1.946], [1.447, -1.299, -1.503], [-0.191, 1.631, 0.643], [-2.290, 2.112, -1.129], [-1.482, 0.444, 0.857]],
  "total_charge": 0,
  "spin_multiplicity": 1,
  "e_tot_ev": -8835.3292,
  "homo_ev": -8.748
}


{
  "formula": "C3H2ClO2S",
  "method": "wB97M-V/def2-TZVPD",
  "elements": ["C", "C", "C", "O", "O", "S", "Cl", "H", "H"],
  "coordinates": [[-0.490, 1.125, -0.051], [1.772, -0.815, -0.107], [-1.207, -0.161, 0.246], [1.416, -0.624, -1.209], [2.063, -1.204, 0.951], [1.024, 1.529, 0.492], [-2.766, -0.685, -0.451], [-0.922, 1.841, -0.723], [-0.890, -1.007, 0.852]],
  "total_charge": -1,
  "spin_multiplicity": 1,
  "e_tot_ev": -30596.7295,
  "homo_ev": -2.768
}


For reference, energy above the lowest of the compared OMol25 structures with the same formula, charge and spin by record: 14.9 25.1 20.1 12.9 kcal/mol.